12
Properties=species:S:1:pos:R:3:forces:R:3:mulliken_charge:R:1 method="wB97M-V/def2-TZVPD" homo_ev=-9.119 orbital_gap_ev=9.1 total_charge=0 energy_ev=-17125.098
O -0.499823 -1.735351 -1.998291 0.319 0.776 1.273 -0.54
C -0.405209 -1.015175 -1.034535 -1.150 -0.290 -0.714 0.41
C -0.808317 0.512106 -0.766314 -0.212 -2.809 -1.264 -0.80
C -0.440621 0.249123 0.655815 1.209 1.411 1.315 0.16
S 0.952543 1.373301 1.063472 -2.433 0.048 4.985 -0.29
C 0.107113 -1.130807 0.410666 0.972 -2.173 0.902 -0.64
H -1.871916 0.658051 -0.674770 -0.434 0.515 -1.557 0.26
H -0.167802 1.035952 -1.486621 -0.567 0.855 0.669 0.33
H -1.325091 0.302895 1.339747 1.063 0.210 -0.506 0.42
H 0.345313 1.263767 2.618885 2.129 0.646 -3.344 0.16
H -0.173730 -1.994775 1.131895 0.213 1.273 -1.502 0.28
H 1.233322 -1.047378 0.447848 -1.107 -0.461 -0.258 0.26



12
Properties=species:S:1:pos:R:3:forces:R:3:mulliken_charge:R:1 method="wB97M-V/def2-TZVPD" homo_ev="-7.874 / -7.729" orbital_gap_ev="8.2 / 8.1" total_charge=0 energy_ev=-17121.953
C -1.512874 -0.493494 0.152325 1.866 1.024 -0.757 -0.26
C -0.852673 -1.464908 -0.343247 2.603 -1.149 -0.663 -0.45
C -0.863610 0.880310 0.517284 0.268 -0.254 1.488 -0.32
C 1.044471 0.315071 -0.687258 -0.967 -1.109 1.263 -0.29
O 0.096036 1.240284 -0.413395 1.478 -0.543 -0.476 -0.31
S 2.047893 -0.511062 0.466835 -2.530 -1.777 1.417 -0.18
H -2.522495 -0.365126 0.190895 -3.034 -0.369 0.527 0.38
H -0.196479 -2.331163 -0.624042 -1.421 1.365 0.317 0.41
H -1.578564 1.749116 0.364343 0.529 -1.242 1.343 0.34
H -0.389865 0.580028 1.600138 -1.163 1.656 -2.252 0.25
H 1.558006 0.346464 -1.591938 0.028 0.780 -1.790 0.35
H 3.170154 0.054481 0.368060 2.342 1.620 -0.417 0.08



12
Properties=species:S:1:pos:R:3:forces:R:3:mulliken_charge:R:1 method="wB97M-V/def2-TZVPD" homo_ev=-8.940 orbital_gap_ev=9.0 total_charge=0 energy_ev=-17123.550
C -1.879435 1.046245 0.349715 -2.066 2.596 1.258 -0.54
C 1.825425 -1.437708 -0.045103 1.419 -1.639 -0.694 -0.43
C -1.497905 0.429255 -0.718178 1.315 -2.211 -0.978 -0.23
C 0.899464 -0.585915 0.255571 -2.466 -1.509 -2.057 -0.29
O -1.767254 -1.784373 0.687661 -1.202 -0.963 1.484 -0.51
S -1.087265 -1.328807 -0.491921 3.145 2.299 0.022 0.39
H -1.912146 2.156073 0.422035 -0.074 -0.853 -0.271 0.24
H -2.417905 0.532978 1.162615 0.964 -0.093 -0.214 0.28
H 2.848485 -1.296612 0.254918 0.437 0.395 0.212 0.24
H 1.743272 -2.340923 -0.648264 -0.584 -0.027 0.285 0.20
H -1.086234 0.698648 -1.680901 0.014 0.900 0.155 0.36
H 1.234674 0.363704 0.588068 -0.901 1.105 0.798 0.31



12
Properties=species:S:1:pos:R:3:forces:R:3:mulliken_charge:R:1 method="wB97M-V/def2-TZVPD" homo_ev=-8.530 orbital_gap_ev=8.5 total_charge=0 energy_ev=-17126.150
O 0.105662 1.974108 -0.319586 0.792 -2.132 0.301 -0.46
C 0.908716 1.146951 0.098759 2.004 3.992 -0.128 0.15
C 0.959739 -0.320693 0.012387 -2.005 -0.932 -0.182 -0.65
C -0.409336 -0.784614 -0.546497 1.436 -1.488 3.145 -0.47
C -1.395989 -0.222279 0.374279 -1.335 -0.090 1.553 -0.28
S -2.637139 0.682374 -0.089195 -0.223 -0.276 0.340 -0.17
H 1.825492 1.634738 0.581905 -0.623 -0.791 -0.088 0.32
H 1.708322 -0.745341 -0.631680 0.845 0.411 -0.170 0.33
H 1.120341 -0.704932 1.032007 0.069 0.048 -0.272 0.30
H -0.575421 -0.366092 -1.453457 -0.385 0.830 -3.065 0.35
H -0.426399 -1.883554 -0.534860 -0.187 0.231 -0.235 0.31
H -1.183983 -0.410661 1.475939 -0.388 0.197 -1.199 0.26